Density functional theory data (wB97M-V/def2-TZVPD) for C63H55AsCl5GeN4OP4Se2Ti as an isolated structure at a distorted geometry.

## Properties
* charge: 0
* relative energy (zero: lowest compared OMol25 entry of this formula, charge and spin): 362.66 kJ/mol
* expectation value of S²: 0.80
* max |F|: 1.6 eV/Å
* total energy: -16359.55733 Eh
* LUMO level (alpha / beta): -0.04794 / -0.04795 Ha
* multiplicity: 2

Geometry (Å):
Ti1 -0.4347 0.2420 0.3596
Se1 5.8078 1.4543 -0.8382
P1 4.5038 2.2226 -2.2965
C1 4.7893 3.9947 -2.5747
C2 4.8499 4.5327 -3.8622
C3 5.1397 5.8758 -4.0471
C4 5.3750 6.6939 -2.9524
C5 5.3466 6.1591 -1.6734
C6 5.0688 4.8156 -1.4844
C7 4.6189 1.4853 -3.9474
C8 5.7298 0.7211 -4.2672
C9 5.8283 0.1327 -5.5220
C10 4.8143 0.2995 -6.4482
C11 3.6944 1.0600 -6.1271
C12 3.5952 1.6466 -4.8797
C13 2.7700 1.7726 -1.8609
C14 1.6404 2.1944 -1.1811
N1 0.8673 1.0871 -1.0250
N2 1.4778 0.0620 -1.6384
N3 2.5935 0.4519 -2.1395
P2 0.9281 3.7487 -0.5585
Se2 -0.7021 3.4406 0.7696
C15 0.3892 4.7111 -2.0000
C16 -0.9512 5.0463 -2.1494
C17 -1.3695 5.7498 -3.2706
C18 -0.4545 6.1224 -4.2416
C19 0.8886 5.8017 -4.0886
C20 1.3072 5.1020 -2.9710
C21 2.2723 4.6307 0.2310
C22 2.2793 6.0230 0.2339
C23 3.2228 6.7017 0.9859
C24 4.1499 5.9918 1.7383
C25 4.1417 4.6048 1.7362
C26 3.2027 3.9189 0.9831
H1 4.6828 3.9081 -4.7258
H2 5.1936 6.2793 -5.0496
H3 5.6020 7.7416 -3.0972
H4 5.5574 6.7846 -0.8172
H5 5.0908 4.3918 -0.4899
H6 6.5058 0.5812 -3.5257
H7 6.6949 -0.4656 -5.7667
H8 4.8865 -0.1709 -7.4193
H9 2.8983 1.1853 -6.8477
H10 2.7139 2.2260 -4.6274
H11 -1.6581 4.7561 -1.3828
H12 -2.4122 6.0134 -3.3781
H13 -0.7836 6.6712 -5.1132
H14 1.6129 6.1022 -4.8324
H15 2.3558 4.8797 -2.8475
H16 1.5478 6.5759 -0.3418
H17 3.2328 7.7832 0.9884
H18 4.8802 6.5237 2.3326
H19 4.8612 4.0516 2.3228
H20 3.1989 2.8359 0.9866
C27 0.9675 -2.0838 2.6795
P3 1.0703 -1.7933 0.8845
C28 2.8327 -1.5897 0.5120
C29 0.5482 -3.3566 0.1405
C30 1.1042 -4.4617 0.6765
C31 -0.8034 -5.9747 0.0228
C32 -0.9462 -5.5599 -1.4147
C33 -0.8056 -4.2847 -1.7953
C34 -0.3906 -3.1880 -0.9297
P4 -1.0650 -1.6447 -1.2692
C35 -2.8914 -1.7930 -1.1105
C36 -0.9132 -1.3128 -3.0638
H21 1.2803 -3.1060 2.8902
H22 -0.0723 -1.9639 2.9942
H23 1.5865 -1.3758 3.2296
H24 3.3759 -2.2997 1.1403
H25 3.1846 -0.5817 0.7228
H26 3.0034 -1.8160 -0.5389
H27 1.8902 -4.3433 1.4119
H28 -1.1097 -7.0236 0.1216
H29 -1.1528 -6.3218 -2.1556
H30 -1.0005 -4.0624 -2.8404
H31 -3.1868 -2.7125 -1.6230
H32 -3.4487 -0.9587 -1.5358
H33 -3.1403 -1.8867 -0.0500
H34 -1.5814 -1.9974 -3.5890
H35 0.1193 -1.4915 -3.3561
H36 -1.1888 -0.3033 -3.3511
Cl1 -3.8732 0.1021 3.8083
C37 -3.9875 0.7746 2.2302
C38 -5.1649 1.4852 1.8709
C39 -5.2992 2.0363 0.6325
Cl2 -6.7456 2.9006 0.2218
C40 -4.2539 1.9253 -0.3325
C41 -4.2698 2.4884 -1.6295
C42 -3.1833 2.3466 -2.4464
C43 -2.0629 1.6358 -1.9733
N4 -2.0323 1.0780 -0.7793
C44 -3.1126 1.2177 0.0476
C45 -2.9765 0.6267 1.3328
O1 -1.8116 0.0048 1.5707
H37 -5.9508 1.5828 2.6043
H38 -5.1394 3.0396 -1.9570
H39 -3.1504 2.7830 -3.4331
H40 -1.1624 1.5574 -2.5719
Cl3 1.9974 0.5954 5.4389
Ge1 -0.0155 0.8315 4.5114
Cl4 1.1367 0.9494 2.0508
Cl5 -0.1996 3.0483 4.6705
C46 -6.8905 -6.2197 2.4396
C47 -5.9457 -6.5135 3.4171
C48 -4.8045 -5.7387 3.5359
C49 -4.5979 -4.6581 2.6808
C50 -5.5466 -4.3680 1.7102
C51 -6.6911 -5.1498 1.5850
As1 -2.9874 -3.5584 2.7208
C52 -2.7892 -3.2970 4.6432
C53 -3.9279 -3.1362 5.4288
C54 -3.8258 -2.7041 6.7430
C55 -2.5837 -2.4166 7.2901
C56 -1.4435 -2.5717 6.5169
C57 -1.5471 -3.0039 5.2024
C58 -1.6769 -4.9305 2.2207
C59 -1.7116 -5.1321 0.8760
C60 0.6752 -5.8968 0.4906
C61 0.9118 -6.6483 1.7676
C62 0.2435 -6.4495 2.9297
C63 -0.8523 -5.5715 3.1710
H41 -7.7806 -6.8279 2.3488
H42 -6.0987 -7.3517 4.0847
H43 -4.0664 -5.9793 4.2923
H44 -5.3950 -3.5256 1.0435
H45 -7.4223 -4.9184 0.8216
H46 -4.9076 -3.3504 5.0155
H47 -4.7212 -2.5898 7.3390
H48 -2.5057 -2.0697 8.3107
H49 -0.4690 -2.3484 6.9310
H50 -0.6437 -3.1144 4.6175
H51 -2.4783 -4.6103 0.3084
H52 1.2627 -6.3824 -0.2929
H53 1.7038 -7.3878 1.7692
H54 0.5827 -7.0063 3.7964
H55 -1.1215 -5.4471 4.2129